Computed, not measured: C31H38N4O13S3V as an isolated structure, with ωB97M-V with the def2-TZVPD basis set.

Properties
Relative energy (zero: lowest compared OMol25 entry of this formula, charge and spin)   0.068 eV
Net charge   0
Multiplicity   4
Gap between HOMO and LUMO (alpha / beta)   6.78 / 6.77 eV
HOMO (alpha / beta)   -6.93 / -6.93 eV

Geometry as XYZ:
```
90
Properties=species:S:1:pos:R:3:forces:R:3
V -0.19670 -0.11191 0.30987 -0.820 -0.550 -0.140
O 3.05513 -2.35901 -1.27130 0.023 0.010 -0.019
C 1.88994 -1.98218 -1.80387 0.010 -0.046 -0.127
O 0.96713 -2.74705 -1.95256 -0.029 0.079 0.084
C 1.87714 -0.53199 -2.22055 -0.033 0.013 0.041
O 0.74335 0.08703 -1.60757 0.037 0.097 -0.096
C 0.94165 1.52121 -1.41142 0.144 0.068 -0.075
C 1.92866 1.64013 -0.21678 0.057 -0.041 0.050
O 2.89452 2.36891 -0.28102 -0.003 0.002 -0.003
O 1.55322 0.87556 0.75494 0.087 0.100 -0.005
H 2.98167 -3.30279 -1.05851 0.009 -0.008 -0.012
H 1.73399 -0.46672 -3.30557 0.038 -0.020 -0.006
H 2.80449 -0.04640 -1.91423 -0.016 -0.004 0.057
H -0.44012 2.22770 0.00978 0.192 0.256 -0.015
H 1.30127 1.97136 -2.33512 0.010 0.012 0.008
O 0.24196 -2.05445 0.99280 0.215 0.004 -0.078
S -0.55521 -3.25690 0.50795 -0.003 0.067 0.026
C -1.96671 -3.40760 1.63322 0.003 -0.010 0.023
C -1.67325 -3.62677 3.11118 -0.025 0.006 0.014
C -1.13636 -2.39714 3.84941 -0.002 0.019 0.007
C -2.22559 -1.34777 4.09743 -0.023 -0.021 0.030
S -1.83054 0.29956 3.47831 -0.033 0.020 -0.042
O -1.48279 0.07659 2.03558 0.145 0.071 -0.018
C -0.34965 0.60098 4.42257 0.011 -0.003 0.032
C 0.87395 0.73521 3.79651 -0.007 0.010 -0.019
C 1.98990 1.02028 4.57554 -0.005 0.001 0.005
C 1.86934 1.16814 5.94719 0.005 -0.004 -0.002
C 0.62541 1.04914 6.55926 -0.003 0.002 -0.001
C -0.49478 0.77543 5.79550 0.001 0.000 -0.005
C 0.42763 -4.62957 1.07449 -0.005 -0.036 -0.025
C 1.55036 -4.40847 1.85565 -0.003 0.001 -0.001
C 2.30992 -5.49842 2.26129 0.002 0.006 -0.001
C 1.94333 -6.78364 1.88826 -0.003 -0.002 -0.003
C 0.82129 -6.98921 1.09472 0.001 0.000 0.001
C 0.06257 -5.90816 0.67472 0.001 -0.004 0.004
H -2.54620 -4.23401 1.21302 0.004 -0.004 0.013
H -2.51875 -2.48577 1.43150 0.004 0.006 -0.006
H -0.97826 -4.46028 3.22869 0.021 0.019 -0.011
H -2.60680 -3.94807 3.58434 0.008 -0.020 0.008
H -0.31547 -1.95762 3.28226 -0.003 -0.016 -0.017
H -0.72402 -2.71008 4.80897 0.003 0.014 0.004
H -2.45847 -1.21590 5.15536 -0.005 -0.016 0.001
H -3.16198 -1.59301 3.58971 0.009 0.007 -0.018
H 0.97679 0.66799 2.72256 0.000 0.000 0.004
H 2.94833 1.14279 4.08898 0.000 -0.004 0.000
H 2.74220 1.39510 6.54518 -0.001 0.002 0.002
H 0.52792 1.18469 7.62821 0.001 0.000 0.000
H -1.47093 0.71356 6.26399 0.002 -0.004 0.004
H 1.81896 -3.39554 2.12623 0.004 0.002 0.000
H 3.19088 -5.34026 2.86941 0.000 0.000 0.001
H 2.53923 -7.62881 2.20646 0.002 0.000 0.000
H 0.54624 -7.99027 0.79057 0.001 -0.001 0.000
H -0.79676 -6.05766 0.03104 0.000 0.005 0.000
N -3.81519 3.74851 2.95640 0.004 -0.026 0.007
C -2.86831 3.40989 1.89500 -0.006 0.013 -0.008
C -1.44678 3.36542 2.43392 -0.066 -0.002 -0.042
O -1.30166 3.86698 3.65769 -0.004 0.016 -0.016
O -0.51809 2.90899 1.81570 0.066 0.031 0.022
H -4.56054 4.34095 2.62031 0.010 0.015 0.004
H -2.20523 4.14574 3.92733 0.003 -0.004 0.000
H -4.23342 2.92031 3.35950 -0.009 0.002 -0.009
H -2.87819 4.16695 1.11169 0.001 -0.007 -0.007
H -3.06085 2.46136 1.39094 0.007 -0.011 0.017
C -4.03890 0.69156 -1.08570 0.002 0.007 0.027
N -3.40569 -0.19697 -2.03841 -0.141 0.090 -0.168
C -2.38435 -0.99051 -1.70030 0.142 -0.025 -0.155
N -1.86009 -1.78393 -2.66106 -0.113 -0.031 0.220
O -1.95872 -1.03812 -0.51224 0.184 -0.052 0.208
H -5.11866 0.53534 -1.08255 -0.002 0.003 0.000
H -3.83122 1.73364 -1.32671 0.020 0.038 -0.012
H -3.64525 0.47800 -0.09384 -0.007 -0.004 -0.004
H -3.45617 0.05176 -3.02721 0.023 -0.067 -0.051
H -2.07917 -1.54636 -3.61860 -0.075 -0.002 -0.099
H -0.91271 -2.10055 -2.49592 0.013 -0.067 0.027
O -2.02626 3.50289 -1.06777 0.051 -0.029 -0.035
C -1.12059 2.96802 -1.67817 -0.074 -0.159 -0.232
N -0.32738 2.04324 -0.99810 -0.108 0.015 0.415
S -1.03111 0.73886 -3.96265 0.069 0.312 -0.048
O -2.33394 0.53594 -4.69132 -0.052 -0.113 0.134
O 0.12514 0.15414 -4.70915 0.016 -0.063 0.061
C -0.73179 2.51895 -4.18152 0.009 0.072 0.094
C -0.45537 3.02373 -5.44573 -0.024 -0.031 0.034
C -0.25251 4.37891 -5.62262 0.005 0.016 -0.019
C -0.33117 5.24446 -4.53459 0.006 0.022 -0.019
C -0.61139 4.74968 -3.27625 0.017 -0.037 0.023
C -0.79661 3.37654 -3.08726 0.016 -0.015 -0.043
H -0.40206 2.32812 -6.27408 -0.003 0.002 -0.005
H -0.03523 4.77095 -6.60844 0.001 -0.001 0.000
H -0.17384 6.30635 -4.67211 -0.001 0.001 0.001
H -0.68308 5.41468 -2.42526 -0.003 0.004 0.000
```
Positions in Å, forces in eV/Å.


Computed, not measured: C31H39BCoN7O2S as an isolated structure at a distorted geometry, with ωB97M-V with the def2-TZVPD basis set.

Properties
Net charge   +2
Gap between HOMO and LUMO (alpha / beta)   7.25 / 7.26 eV
HOMO (alpha / beta)   -13.33 / -13.33 eV

Geometry as XYZ:
```
82
Properties=species:S:1:pos:R:3:forces:R:3
Co -0.66845 -1.20209 -0.95197 -0.809 0.125 -0.836
S -2.76917 4.41788 1.22027 -0.060 0.004 -0.007
C -2.11546 2.95051 0.56522 0.015 0.011 0.012
C -1.80537 1.92227 1.46934 0.050 0.006 -0.012
C -1.28295 0.74500 1.00498 0.036 0.018 -0.008
N -1.03498 0.52215 -0.30091 -0.008 -0.021 0.306
C -1.32216 1.50709 -1.17127 0.095 -0.047 -0.033
C -1.85684 2.71364 -0.78787 -0.003 0.006 -0.002
C -3.12708 5.35654 -0.24903 0.050 0.043 -0.041
C -4.34665 5.21484 -0.89362 0.002 -0.020 0.032
C -4.56828 5.97401 -2.03560 -0.035 -0.028 0.010
N -3.67763 6.82420 -2.53414 -0.005 0.026 -0.028
C -2.52432 6.96717 -1.89138 0.037 0.003 0.022
C -2.19616 6.25884 -0.74156 -0.005 -0.019 0.024
H -1.97726 2.04522 2.52999 0.000 0.006 0.004
H -1.04325 -0.05804 1.68597 -0.048 0.007 0.005
H -1.09788 1.30932 -2.21095 -0.046 0.011 -0.007
H -2.06323 3.46236 -1.53879 -0.004 -0.002 -0.003
H -5.10770 4.54420 -0.51843 0.003 -0.006 0.002
H -5.50857 5.89327 -2.56827 0.002 0.003 -0.004
H -1.82397 7.68111 -2.30864 -0.006 0.004 -0.004
H -1.24789 6.41583 -0.24580 0.004 -0.006 -0.001
C 6.76276 -4.93793 -0.52052 0.021 -0.020 -0.016
C 5.84729 -5.03137 0.70836 -0.012 -0.003 0.020
C 5.81802 -6.47972 1.21686 0.013 0.001 0.019
C 6.41956 -4.14602 1.81571 0.010 0.015 0.000
C 4.44048 -4.59540 0.29839 -0.006 0.052 0.001
C 3.70712 -5.39321 -0.58960 -0.001 -0.004 -0.027
C 2.43204 -5.06769 -1.03949 0.035 -0.008 0.043
C 1.90947 -3.89158 -0.56031 0.022 0.108 0.061
O 0.65442 -3.30800 -0.81143 0.214 -0.064 0.234
B 0.72288 -2.12734 -0.09703 0.142 0.098 -0.374
O 1.86003 -1.93683 0.61711 -0.094 -0.155 0.058
C 2.61991 -3.08618 0.30711 -0.028 -0.008 0.008
C 3.87805 -3.40023 0.76074 0.012 -0.102 -0.025
H 7.77705 -5.23807 -0.25393 0.001 -0.004 0.004
H 6.80176 -3.91699 -0.90509 -0.003 0.007 0.009
H 6.42207 -5.59124 -1.32500 -0.006 0.000 0.001
H 6.81158 -6.76545 1.56367 0.005 -0.001 -0.009
H 5.53194 -7.18631 0.43825 -0.013 0.000 -0.003
H 5.12449 -6.59135 2.05190 -0.001 0.009 0.007
H 7.39993 -4.52243 2.10658 0.004 0.001 -0.005
H 5.78840 -4.14980 2.70675 -0.005 -0.008 0.002
H 6.55674 -3.11388 1.48699 -0.007 0.003 -0.005
H 4.14853 -6.31207 -0.94974 0.001 0.002 -0.010
H 1.88991 -5.70512 -1.72339 -0.017 0.002 0.005
H 4.39597 -2.74711 1.44682 -0.002 0.008 0.007
C -3.26980 -3.79319 3.33144 0.010 -0.002 -0.010
C -1.80680 -3.46229 3.12880 0.006 0.001 0.032
N -1.66899 -2.69746 1.89106 0.053 -0.024 -0.013
C -2.45768 -2.84228 0.80626 -0.043 0.081 -0.036
N -2.12875 -2.17075 -0.29973 0.180 -0.174 0.317
C -2.95490 -2.33402 -1.50462 -0.037 0.016 0.027
C -4.40791 -2.55588 -1.13282 -0.004 0.021 -0.014
C -4.47390 -3.76642 -0.22799 -0.015 -0.012 -0.002
N -3.54768 -3.61378 0.89547 0.006 0.050 0.003
C -3.80149 -4.45143 2.07500 -0.003 -0.019 0.001
H -3.83395 -2.88326 3.54331 -0.005 0.000 -0.004
H -3.38811 -4.46634 4.17869 0.003 -0.001 0.001
H -1.20723 -4.37490 3.07760 -0.007 -0.001 0.000
H -1.42387 -2.85203 3.94488 0.000 -0.007 0.002
H -0.79983 -2.21888 1.72696 -0.001 -0.026 0.025
H -2.58950 -3.17159 -2.10871 -0.029 -0.003 -0.009
H -2.86603 -1.42216 -2.11227 0.013 0.000 0.000
H -5.01433 -2.71811 -2.02249 0.006 -0.016 -0.001
H -4.79463 -1.67717 -0.61309 -0.001 0.002 -0.003
H -4.23800 -4.68139 -0.77911 -0.004 0.005 -0.002
H -5.47401 -3.88186 0.18812 0.003 0.005 -0.003
H -3.34754 -5.43555 1.92660 -0.001 0.003 0.004
H -4.87878 -4.59379 2.14008 0.004 0.004 0.009
C 2.31117 0.70588 -1.26066 0.013 0.040 0.014
C 1.64558 0.02920 -2.40270 -0.039 0.025 -0.031
N 0.50258 -0.64950 -2.38110 0.361 0.037 0.302
C 0.28963 -1.14244 -3.66157 -0.020 0.006 -0.035
C 1.30457 -0.73783 -4.45808 -0.018 -0.016 -0.007
N 2.14099 -0.00418 -3.64976 0.002 -0.002 0.010
H 1.60252 0.86479 -0.45240 0.011 -0.018 0.008
H 2.71255 1.67170 -1.56639 0.006 -0.005 -0.011
H 3.13227 0.09834 -0.87818 -0.006 -0.008 0.002
H -0.57280 -1.73516 -3.91541 0.009 -0.019 -0.003
H 1.50047 -0.89765 -5.50284 -0.003 0.002 -0.006
H 3.00099 0.43535 -3.93899 -0.001 0.001 -0.001
```
Positions in Å, forces in eV/Å.


Computed, not measured: C31H39Cl5CoIN5O2Si4Te as an isolated structure at a distorted geometry, with ωB97M-V with the def2-TZVPD basis set.

Properties
Relative energy (zero: lowest compared OMol25 entry of this formula, charge and spin)   0.148 eV
Net charge   -2
Multiplicity   4
Gap between HOMO and LUMO (alpha / beta)   4.06 / 4.67 eV
HOMO (alpha / beta)   -0.37 / -2.05 eV

Geometry as XYZ:
```
89
Properties=species:S:1:pos:R:3:forces:R:3
Co -0.20656 0.47088 0.15629 0.280 0.594 -0.847
C -0.59195 -0.72850 -4.45016 0.018 -0.037 -0.028
C 0.69491 -0.08172 -4.01809 0.197 0.085 -0.094
N 1.59748 0.21524 -4.96262 -0.006 0.013 0.333
C 2.75981 0.76385 -4.55242 -0.278 -0.150 -0.096
C 3.08144 0.99622 -3.23597 -0.091 0.059 -0.013
C 4.41923 1.57074 -2.90197 -0.048 0.282 0.047
O 4.37453 2.94078 -2.44423 0.140 -0.263 -0.146
C 2.14539 0.67634 -2.20443 -0.091 0.038 0.238
C 2.52297 0.81759 -0.84430 -0.125 -0.119 0.243
N 1.77744 0.49472 0.25901 0.155 0.052 0.239
C 2.40572 0.22239 1.43166 0.134 -0.139 -0.009
C 3.78643 -0.12738 1.50370 -0.029 0.062 0.198
C 4.44809 -0.34061 2.70136 -0.158 0.029 -0.110
C 3.78015 -0.26462 3.92207 0.012 0.028 -0.105
C 2.41659 0.00980 3.90061 0.058 -0.021 -0.151
C 1.75868 0.23628 2.70432 -0.077 0.027 -0.041
I -0.29543 0.69132 2.87032 0.007 -0.033 0.251
C 0.87504 0.16166 -2.63104 -0.433 -0.026 0.420
O -0.10979 -0.10145 -1.80580 0.549 0.029 -0.468
H -0.58946 -0.83851 -5.53528 -0.002 -0.008 0.033
H -1.46024 -0.13796 -4.14353 0.056 -0.020 -0.006
H -0.71066 -1.71215 -3.97963 0.020 0.109 -0.031
H 3.48196 1.01357 -5.33405 -0.145 -0.049 0.119
H 5.04553 1.57105 -3.79227 0.050 0.074 -0.068
H 4.91787 0.95517 -2.14837 0.103 -0.032 0.089
H 3.59467 3.02428 -1.88592 -0.103 -0.031 0.049
H 3.52124 1.20841 -0.64889 -0.075 -0.110 0.040
H 4.31698 -0.25928 0.57086 0.036 0.017 0.006
H 5.50451 -0.58849 2.67961 -0.025 -0.012 -0.019
H 4.29623 -0.41806 4.86179 -0.014 -0.026 -0.030
H 1.85853 0.05246 4.82904 0.012 0.015 -0.055
Cl -1.98884 2.07949 -2.47008 -0.034 -0.197 0.278
C -1.21707 3.07496 -1.25463 0.060 0.198 -0.030
C -0.36386 2.52262 -0.26755 -0.153 0.298 -0.221
C 0.33073 3.54530 0.41899 -0.048 0.147 0.033
Cl 1.58836 3.15993 1.56248 -0.005 0.211 -0.063
C 0.11900 4.92540 0.25224 0.098 -0.188 0.102
Cl 1.01994 6.11534 1.14072 0.003 -0.155 0.054
C -0.82570 5.38136 -0.65052 0.003 -0.013 -0.005
Cl -1.15435 7.07199 -0.82133 0.006 -0.027 -0.010
C -1.47883 4.44641 -1.43246 -0.030 -0.295 -0.068
Cl -2.58671 5.02795 -2.64112 0.011 -0.119 0.104
N -0.12009 -1.44986 0.57657 0.169 -0.344 -0.164
C 0.06033 -2.53219 0.17619 -0.578 -0.811 -0.287
N 0.30744 -3.73725 -0.20247 0.195 -0.104 0.015
C -0.50453 -4.66433 -0.67768 -0.287 0.463 0.142
N -1.15554 -5.54165 -1.09184 0.465 0.488 0.257
C -5.04509 -2.11587 2.68992 0.209 -0.407 -0.091
Si -5.57465 -0.41161 2.14124 0.086 -0.044 0.161
C -4.59279 0.84186 3.11222 0.259 0.374 0.044
C -7.38582 -0.21040 2.59005 -0.431 0.083 -0.137
Si -5.18690 -0.15272 -0.13298 -0.143 0.033 -0.093
Te -2.74816 -0.50978 -0.57167 -0.132 -0.037 -0.118
Si -5.97996 1.93945 -0.79414 0.063 0.195 0.012
C -5.78502 2.28752 -2.61964 0.137 -0.197 -0.373
C -7.82285 2.07880 -0.45230 -0.385 -0.182 0.183
C -5.09772 3.25872 0.19409 0.335 0.063 0.301
Si -6.22708 -1.80657 -1.39424 -0.055 -0.140 -0.071
C -5.79486 -1.53831 -3.19204 0.216 0.249 -0.326
C -5.64662 -3.50939 -0.89666 0.287 -0.238 0.267
C -8.10495 -1.80100 -1.26231 -0.352 0.202 0.203
H -5.13142 -2.21937 3.77930 0.015 0.002 -0.139
H -3.99706 -2.30313 2.40696 -0.265 0.020 0.109
H -5.65836 -2.89562 2.21619 0.144 0.150 0.154
H -4.73265 0.69928 4.19150 0.033 0.024 -0.131
H -4.89171 1.86813 2.85400 0.096 -0.229 0.108
H -3.52080 0.74501 2.88561 -0.225 0.027 0.065
H -7.54818 -0.43929 3.65154 0.027 0.022 -0.143
H -8.01852 -0.88238 1.98968 0.118 0.169 0.184
H -7.72655 0.81826 2.40588 0.051 -0.251 0.103
H -6.52264 1.72233 -3.20738 0.137 0.136 0.109
H -4.78641 2.01942 -2.98327 -0.153 0.098 0.052
H -5.93393 3.35735 -2.80709 -0.008 -0.100 -0.001
H -8.38184 1.35231 -1.06060 0.083 0.215 0.146
H -8.18364 3.08606 -0.70385 0.068 -0.159 0.031
H -8.06207 1.87914 0.60259 0.024 0.104 -0.305
H -4.03265 3.00207 0.31223 -0.231 0.122 -0.040
H -5.53170 3.35538 1.20086 0.109 0.001 -0.237
H -5.15397 4.23066 -0.30607 -0.007 -0.033 0.052
H -4.70809 -1.40462 -3.31058 -0.279 -0.063 0.001
H -6.28684 -0.63760 -3.58863 0.118 -0.224 0.055
H -6.10113 -2.39974 -3.79826 0.028 0.111 0.051
H -4.55067 -3.58820 -0.96932 -0.285 -0.025 0.016
H -6.08761 -4.27030 -1.55323 0.065 0.080 0.091
H -5.92854 -3.74182 0.14147 0.064 0.006 -0.285
H -8.52628 -0.82926 -1.56226 0.073 -0.281 0.059
H -8.43781 -2.00360 -0.23138 0.065 0.036 -0.294
H -8.52770 -2.57414 -1.91768 0.041 0.101 0.102
```
Positions in Å, forces in eV/Å.


- Number 3 is which compound?
  C31H39Cl5CoIN5O2Si4Te